A) Computed, not measured: an isolated molecule of C7H8IN, with wB97M-V/def2-TZVPD.

Output
LUMO level   -0.3 eV
Net charge   0
Gap between HOMO and LUMO   7.51 eV
SMILES   C=C[C@H]1C=CC=CN1I
HOMO energy   -7.8 eV

Bonds (Å) are listed after each position.
Positions of all 17 atoms, in Å:
1 C -2.282 1.273 -0.971  C2 1.321, H10 1.077, H11 1.078
2 C -1.164 0.926 -0.358  C1 1.321, C3 1.482, H12 1.080
3 C -0.371 -0.278 -0.703  C2 1.482, C4 1.469, N8 1.737, H13 1.086
4 C 1.032 -0.019 -1.049  C3 1.469, C5 1.342, H14 1.079
5 C 1.945 0.240 -0.100  C4 1.342, C6 1.430, H15 1.081
6 C 1.670 -0.029 1.277  C5 1.430, C7 1.355, H16 1.078
7 C 0.625 -0.821 1.615  C6 1.355, N8 1.348, H17 1.083
8 N -0.424 -1.112 0.820  C3 1.737, C7 1.348, I9 2.077
9 I -1.034 -3.096 0.723  N8 2.077
10 H -2.841 2.144 -0.675  C1 1.077
11 H -2.686 0.715 -1.799  C1 1.078
12 H -0.772 1.522 0.452  C2 1.080
13 H -0.895 -0.920 -1.405  C3 1.086
14 H 1.292 -0.059 -2.096  C4 1.079
15 H 2.957 0.514 -0.363  C5 1.081
16 H 2.386 0.260 2.029  C6 1.078
17 H 0.560 -1.261 2.603  C7 1.083

B) Computed, not measured: an isolated molecule of C7H8IN, with wB97M-V/def2-TZVPD.

Output
LUMO level (alpha / beta)   -1.5 / -1.5 eV
Net charge   0
Gap between HOMO and LUMO (alpha / beta)   4.34 / 4.35 eV
HOMO energy (alpha / beta)   -5.8 / -5.9 eV

Bonds (Å) are listed after each position.
Positions of all 17 atoms, in Å:
1 C 0.988 -0.413 0.230  C2 1.322, C3 1.480, C7 1.514
2 C 2.101 -0.585 -0.462  C1 1.322, I9 2.107
3 C -0.221 -1.044 -0.344  C1 1.480, C5 1.337, N8 1.402
4 C -1.279 1.076 -0.825  C6 1.283, N8 1.293
5 C -0.354 -2.364 -0.513  C3 1.337, H10 1.078, H11 1.072
6 C -1.310 2.359 -0.817  C4 1.283, H12 1.085, H13 1.084
7 C 0.760 0.285 1.555  C1 1.514, H14 1.087, H15 1.091, H16 1.091
8 N -1.282 -0.213 -0.732  C3 1.402, C4 1.293, H17 1.018
9 I 3.975 0.188 0.113  C2 2.107
10 H -1.229 -2.812 -0.956  C5 1.078
11 H 0.436 -3.024 -0.212  C5 1.072
12 H -1.490 2.938 0.083  C6 1.085
13 H -1.109 2.948 -1.705  C6 1.084
14 H 1.712 0.575 1.993  C7 1.087
15 H 0.252 -0.391 2.246  C7 1.091
16 H 0.148 1.179 1.434  C7 1.091
17 H -2.100 -0.703 -1.089  N8 1.018

It comes down to A), which is 0.1415 hartree more stable than the next structure.